Record 1
Here is a single C5H8N2O2 molecule from the OMol25 dataset. Energies are from the ωB97M-V functional and the def2-TZVPD basis.

```
! wB97M-V def2-TZVPD RIJCOSX def2/J DEFGRID3
* xyz 0 1
H -2.87366 -0.65784 0.82456
N -2.61341 -1.17787 0.00930
C -1.38057 -1.36393 -0.27193
N -0.32086 -0.71062 0.37675
C -0.05290 0.66850 0.34992
C -1.10097 1.53478 -0.10858
C 0.77356 -0.35591 -0.46308
C 2.29015 -0.47530 -0.13117
O 3.12098 -0.20050 -1.03493
O 2.63910 -0.60315 1.14024
H -1.09955 -2.13137 -1.01338
H 0.50032 1.06314 1.21223
H -0.61492 2.50488 -0.24911
H -1.59930 1.25887 -1.01334
H -1.90105 1.69407 0.56594
H 0.65717 -0.43776 -1.53893
H 3.57590 -0.60997 1.34551
*
```

The LUMO energy comes out at 0.6 eV. The value obtained for the HOMO energy is -9.25 eV. Its structure (SMILES) is [H]/N=C\N1[C@H](C)[C@H]1C(=O)O.



Record 2
Here is a molecular structure, C19H22B11Br6CoN2 from the OMol25 dataset. Energies are from the ωB97M-V functional and the def2-TZVPD basis.

```
! wB97M-V def2-TZVPD RIJCOSX def2/J DEFGRID3
* xyz 1 4
Co -0.86708 1.29826 0.45284
Br 1.59652 0.54067 0.94450
B 1.39171 -1.36442 1.43049
B 2.19541 -2.08179 2.81258
C 1.13894 -3.33109 3.27992
B 0.43794 -1.87243 2.82185
B -0.32202 -3.42311 2.41762
B 0.97208 -4.60481 2.16471
B 2.52797 -3.77705 2.41181
B 2.70203 -2.52505 1.17365
Br 4.41924 -1.98309 0.46517
B 1.93865 -4.09963 0.76989
Br 2.78691 -5.36531 -0.41377
B 0.16146 -3.86567 0.77163
Br -1.03371 -4.83463 -0.40551
B -0.14478 -2.17912 1.19401
Br -1.70084 -1.18646 0.47401
B 1.23694 -2.58444 0.15385
Br 1.28568 -2.10519 -1.72264
H 2.85452 -1.50993 3.60466
H 1.10556 -3.57654 4.33025
H -0.06712 -1.17067 3.62741
H -1.33354 -3.72534 2.94144
H 0.82230 -5.71166 2.53464
H 3.41604 -4.33460 2.94561
C -2.46447 0.87572 2.95955
N -1.56086 1.85515 2.30194
C -0.43119 2.12146 3.23280
C -2.31611 3.12569 2.08895
C -1.87373 3.80693 0.83465
C -2.17699 5.15235 0.62795
C -1.78184 5.79604 -0.52639
C -1.05756 5.10762 -1.49294
C -0.74609 3.77246 -1.31022
C -1.15851 3.11701 -0.14824
H -2.85775 1.31857 3.87817
H -1.91310 -0.02736 3.20424
H -3.28955 0.62625 2.29651
H -0.83159 2.49108 4.17934
H 0.23270 2.86865 2.80109
H 0.12490 1.20508 3.40595
H -2.16354 3.77815 2.95188
H -3.38234 2.89746 2.04652
H -2.71974 5.69489 1.39285
H -2.02341 6.84013 -0.67087
H -0.73210 5.61274 -2.39216
H -0.16653 3.26500 -2.06425
N 1.61368 -1.30364 -8.68160
C 1.30266 -0.96092 -7.63031
C 0.91650 -0.53206 -6.31879
C -0.39426 -0.77023 -5.87954
C -0.76553 -0.36101 -4.62558
C 0.17574 0.29744 -3.79097
C 1.50000 0.52146 -4.25055
C 1.86291 0.11155 -5.50597
C -0.18276 0.65696 -2.50444
C -0.48380 0.96802 -1.34350
H -1.09136 -1.27831 -6.53044
H -1.76188 -0.54314 -4.24805
H 2.21098 0.99943 -3.59101
H 2.86575 0.26650 -5.87716
*
```

The LUMO energy (alpha / beta) comes out at -4.8 / -7.0 eV. The value obtained for the HOMO energy (alpha / beta) is -11.68 / -11.68 eV.



Record 3
Here is a molecular structure, C4H8N2 from the OMol25 dataset. Energies are from the ωB97M-V functional and the def2-TZVPD basis.

```
! wB97M-V def2-TZVPD RIJCOSX def2/J DEFGRID3
* xyz 0 1
C -0.77348 1.21464 1.10728
C 0.40950 1.66881 0.22832
C 0.77884 -1.46893 -0.37338
C -0.40508 -1.02322 -1.03417
H -1.81851 1.42270 0.84825
H -0.51168 -0.10796 0.90951
H -0.44708 1.02160 2.12174
H 0.79437 2.57354 0.54751
H 0.68364 -1.38221 0.75826
H 1.26547 -2.31076 -0.68736
H -1.42917 -0.80761 -0.62175
H -0.31324 -1.57753 -1.97405
N 1.02796 1.03046 -0.62524
N 0.73846 -0.25351 -1.20493
*
```

The LUMO energy comes out at 1.0 eV. The value obtained for the HOMO energy is -8.67 eV.



| no. | strongest force on any atom (eV/Å) |
| --- | --- |
| 1 | 4.0 |
| 2 | 0.3 |
| 3 | 6.6 |